Formula: C4H10NO
Source: OMol25
Level of theory: wB97M-V/def2-TZVPD

Positions of all 16 atoms, in Å:
C1 -0.346 1.534 0.527
C2 0.000 0.179 0.019
C3 -0.926 -0.643 -0.768
C4 -2.107 -0.911 0.116
O1 -3.173 -1.126 -0.390
N1 2.837 -0.327 -0.261
H1 0.329 1.728 1.368
H2 -0.310 2.316 -0.250
H3 -1.380 1.486 0.867
H4 0.638 -0.367 0.698
H5 -1.263 -0.166 -1.698
H6 -0.527 -1.648 -0.968
H7 -2.051 -1.087 1.196
H8 3.567 -0.944 0.033
H9 1.908 -0.691 -0.330
H10 2.804 0.668 -0.158

Results
E_tot (a.u.): -287.9984
Energy above the lowest of the compared OMol25 structures with the same formula, charge and spin (eV): 4.480
LUMO (eV): -7.818
Net charge: +1
Multiplicity: 1
E_HOMO (eV): -13.756